(1)
76
Properties=species:S:1:pos:R:3:forces:R:3 method="wB97M-V/def2-TZVPD" gap_ha=0.17417 charge=0 multiplicity=1 homo_ev=-7.52 lumo_ev=-2.78 energy_ev=-109993.9032 relative_energy_kcal_mol=0.0
O 1.002026 -0.116598 3.800370 -0.799 -0.551 -1.114
V 0.065375 -1.150453 2.997975 -2.141 -0.623 -0.404
O 0.677417 -2.610907 3.221763 -0.506 0.777 -0.179
O 1.520556 -4.631824 0.652024 -1.505 1.008 -1.145
V 0.452575 -3.629511 0.050724 1.456 1.782 -1.748
O 0.052744 -4.022403 -1.492658 0.705 0.400 3.448
C 1.100590 -0.778787 -0.114820 -1.184 -0.743 -1.152
O 1.741832 -1.878249 -0.741737 0.526 -1.231 -0.407
O 0.253175 -1.442332 0.747268 0.511 0.046 1.300
C 2.160248 0.233969 0.385995 -0.604 -1.374 2.551
F 2.912378 -0.368254 1.352842 -0.140 0.390 -0.820
F 2.967349 0.643456 -0.580007 -0.401 0.323 0.138
F 1.497017 1.231477 1.014755 0.643 -0.069 -0.966
C 2.030150 -1.841351 -2.150663 0.573 -0.025 -0.525
C 3.099245 -2.879426 -2.441901 0.255 1.105 -0.649
H 3.374065 -2.781177 -3.497759 -0.533 -0.453 -0.181
H 4.045707 -2.545444 -2.012837 -0.182 -0.462 0.747
H 2.781162 -3.885798 -2.192660 0.259 -0.087 0.047
H 2.413612 -0.866335 -2.451384 -0.041 0.167 0.494
H 1.123910 -1.996754 -2.742080 -0.197 -0.273 0.295
H 0.508055 -0.266000 -0.887509 0.086 0.265 0.050
C -4.250857 0.806390 2.724416 -0.643 0.529 0.154
C -2.759857 0.888229 3.167198 -0.731 0.295 -0.547
C -2.583682 1.920956 4.269351 1.880 1.455 0.868
C -2.997107 1.440026 5.644755 -1.659 -0.734 -0.327
C -2.301058 0.111699 5.922037 1.308 1.398 0.279
C -2.530047 -0.962959 4.905777 -1.038 -0.868 -0.044
N -2.235195 -0.428480 3.562345 2.667 0.215 0.476
O -2.177241 -1.319492 2.504800 1.529 -0.127 0.118
C -4.001776 -1.436656 5.069000 0.515 -0.961 -0.352
C -1.566713 -2.111597 5.213003 -1.208 -0.933 0.020
C -2.007194 1.417018 1.941064 0.766 -1.291 -0.967
H -5.012174 1.067342 3.468445 0.448 -0.001 0.405
H -4.579708 -0.162332 2.349514 0.526 -0.050 -0.294
H -4.398016 1.568450 1.956598 -0.041 -0.197 -0.198
H -2.927625 2.918520 3.968873 -1.233 -0.443 -0.018
H -1.544040 2.285129 4.360999 0.385 -1.056 -0.259
H -4.085102 1.315962 5.542467 -0.028 -0.289 0.532
H -2.860433 2.089796 6.507275 0.296 0.452 -0.382
H -2.453460 -0.275381 6.929507 -0.402 -0.022 -0.041
H -1.232307 0.378130 5.905085 0.033 -0.213 -0.051
H -4.693499 -0.855811 4.469213 -0.124 0.318 0.518
H -4.194642 -1.461110 6.140237 -0.504 0.331 -0.057
H -4.165964 -2.467815 4.737832 0.341 0.020 -0.165
H -1.709122 -2.900510 4.470422 0.667 0.369 -0.471
H -1.874254 -2.705230 6.083165 -0.049 0.683 0.411
H -0.542247 -1.786116 5.395824 0.093 -0.035 -0.283
H -2.312858 0.907024 1.020553 -0.643 0.231 0.133
H -0.948876 1.127205 1.888780 0.146 0.514 0.795
H -2.106511 2.491918 1.819035 -0.013 0.025 0.080
C -2.536591 1.172797 -4.053293 0.378 0.405 1.687
C -1.333005 0.960292 -3.117694 0.843 -0.114 -2.543
C -0.018382 0.757395 -3.925800 -0.784 1.611 0.369
O 0.938361 1.367072 -3.041566 0.481 -0.983 0.090
C 0.284291 2.216528 -2.225245 -0.097 0.512 0.212
O 0.803384 2.886543 -1.403737 0.289 0.288 0.209
O -1.044244 2.210352 -2.486490 0.046 -0.686 0.412
H -2.281101 1.831021 -4.880591 0.262 -0.354 -0.236
H -3.188922 1.797999 -3.438041 -0.628 -0.490 -0.194
H -2.979698 0.228746 -4.351163 -0.203 0.125 -0.126
H -1.363757 0.128629 -2.410808 -0.711 0.256 0.332
H -0.040782 1.461080 -4.764085 -0.132 -0.631 -0.446
H 0.222453 -0.263282 -4.202460 0.217 0.023 0.139
C 4.126992 1.745567 -6.897735 -0.083 0.602 -0.148
C 3.916558 1.486990 -5.418039 0.108 -0.084 -0.216
C 4.057240 0.030223 -4.915611 -0.011 0.802 0.492
O 5.349920 0.031730 -4.303688 -0.073 -0.722 -0.140
C 5.787802 1.283670 -4.127214 0.271 1.370 0.219
O 6.764182 1.616379 -3.535078 -0.090 -0.527 -0.112
O 4.954107 2.189664 -4.712332 -0.074 -0.928 0.132
H 4.053216 2.822374 -7.067005 -0.243 -0.017 0.034
H 3.397965 1.256385 -7.543486 -0.010 -0.127 0.116
H 5.138913 1.520956 -7.238220 -0.024 -0.480 0.235
H 2.983649 1.887945 -5.021447 -0.126 0.088 -0.413
H 3.970668 -0.777509 -5.638104 0.264 0.211 -0.256
H 3.309132 -0.127178 -4.136334 0.073 -0.137 0.037


(2)
72
Properties=species:S:1:pos:R:3:forces:R:3 method="wB97M-V/def2-TZVPD" gap_ha=0.29939 charge=0 multiplicity=1 homo_ev=-9.00 lumo_ev=-0.86 energy_ev=-87336.4740
C 1.204010 2.749839 -8.168260 0.740 0.936 -0.082
C 2.477009 2.713710 -7.356092 -0.666 -0.503 -0.302
I 3.622004 4.499964 -7.502774 -0.327 -0.352 0.092
C 2.880517 1.702943 -6.592532 0.829 0.616 -0.159
I 1.746355 -0.075056 -6.419683 0.278 0.273 0.070
C 4.146777 1.785986 -5.800919 -0.467 -0.500 0.508
C 5.441106 1.803105 -6.431002 -0.373 -0.122 -0.024
C 6.587956 1.917954 -5.716870 0.019 0.059 -0.242
C 6.513363 2.006425 -4.290566 -0.220 -0.035 -1.421
N 7.550948 2.134279 -3.472083 -0.614 -0.031 0.919
S 6.881666 2.154573 -1.987307 0.232 -0.071 -0.306
N 5.327482 2.001092 -2.342730 -0.193 0.172 0.176
C 5.220759 1.947227 -3.674597 0.645 -0.011 0.371
C 4.030182 1.844039 -4.445223 0.304 0.024 0.133
H 0.738812 1.775676 -8.285419 -0.020 0.064 0.128
H 0.538432 3.482046 -7.698996 -0.186 -0.274 -0.072
H 1.457908 3.168840 -9.147057 -0.207 -0.193 -0.012
H 5.465079 1.721475 -7.512576 0.085 0.044 0.088
H 7.533853 1.955420 -6.244796 0.039 -0.034 0.259
H 3.069572 1.828387 -3.942337 0.053 -0.046 -0.073
O -2.765609 2.574386 0.251822 -0.194 2.742 -2.049
P -1.332471 2.969072 0.267787 2.743 -4.621 4.229
O -0.547946 1.669764 -0.333536 -0.214 0.818 -0.150
C -1.092529 0.872949 -1.379764 -0.061 -0.380 -0.376
C -0.614327 1.363085 -2.731802 0.122 0.093 -0.010
O -1.007965 2.797594 1.876619 -0.027 0.401 -0.360
C -2.002792 3.142491 2.845561 -0.049 -0.331 0.110
C -2.549879 1.881339 3.478826 -0.007 -0.160 0.101
O -0.127118 4.021412 0.095993 -2.353 1.170 -1.465
C 1.245950 3.641496 0.303314 0.607 -0.167 -0.268
C 1.994510 3.624306 -1.025967 0.206 0.167 0.079
H -2.182083 0.843002 -1.348836 -0.003 0.195 0.210
H -0.741582 -0.147457 -1.214514 0.061 0.058 0.119
H -0.893192 2.408255 -2.888057 -0.091 -0.040 -0.035
H -1.044352 0.762281 -3.534549 -0.021 0.017 0.015
H 0.472721 1.299550 -2.803018 -0.001 -0.031 0.008
H -2.804689 3.729188 2.397524 0.001 -0.058 -0.068
H -1.519538 3.762814 3.603207 0.076 0.007 -0.065
H -2.927534 1.193131 2.721852 -0.088 0.150 -0.093
H -3.358168 2.112747 4.175450 0.029 -0.002 0.012
H -1.759730 1.358159 4.020978 0.006 0.051 0.048
H 1.324482 2.687264 0.815191 -0.302 -0.052 -0.043
H 1.677406 4.393771 0.963154 -0.259 0.076 0.033
H 1.310678 3.514738 -1.865005 -0.064 -0.147 0.062
H 2.725731 2.815660 -1.052558 -0.027 -0.017 -0.022
H 2.538895 4.558194 -1.173269 -0.048 0.003 -0.053
O -3.699203 -5.920310 4.058097 -0.706 0.402 -3.345
P -3.252499 -4.510860 3.904129 1.914 1.634 6.405
O -1.669638 -4.541284 4.305799 -0.553 0.119 -0.700
C -0.827902 -5.638526 3.968694 0.426 -0.336 -0.049
C -0.134971 -5.405615 2.639761 -0.023 0.166 -0.024
O -3.901427 -3.855202 5.272741 -0.044 0.008 -0.532
C -5.176544 -4.304442 5.742069 0.092 -0.138 0.321
C -5.000297 -5.127352 7.001745 0.066 -0.020 0.101
O -3.242744 -3.075635 3.176451 -1.144 -1.946 -1.957
C -2.432617 -1.989383 3.660723 0.637 0.365 -0.189
C -1.296690 -1.731697 2.674908 -0.040 0.381 -0.039
H -1.375283 -6.581252 3.951280 -0.232 0.131 0.042
H -0.081729 -5.717315 4.761317 -0.077 0.103 0.058
H -0.865100 -5.252617 1.841214 0.000 -0.105 -0.006
H 0.494291 -6.258066 2.380125 -0.040 -0.016 0.005
H 0.494951 -4.516222 2.682961 0.005 -0.004 0.020
H -5.697707 -4.878202 4.975727 0.070 -0.041 -0.011
H -5.774077 -3.416183 5.957978 0.066 0.051 -0.061
H -4.307937 -5.952312 6.835057 -0.082 -0.039 -0.132
H -5.956630 -5.533182 7.337473 0.008 0.024 0.005
H -4.582270 -4.512567 7.800262 -0.050 0.033 0.000
H -2.057591 -2.173450 4.662871 -0.109 -0.327 -0.016
H -3.077077 -1.112476 3.717491 -0.232 -0.206 -0.040
H -1.094490 -2.603788 2.057928 0.027 -0.120 0.165
H -0.383455 -1.446406 3.198361 0.003 -0.043 -0.014
H -1.554022 -0.912768 2.000253 0.026 -0.035 -0.026


Q: Look up the multiplicity of the first one.
A: 1